{"formula": "C4H5N3", "method": "wB97M-V/def2-TZVPD", "symbols": ["N", "C", "C", "N", "C", "N", "H", "C", "H", "H", "H", "H"], "positions_angstrom": [[3.5826, -1.0427, -0.5384], [2.6490, -0.4607, -0.2335], [1.5259, 0.3613, 0.2687], [0.5301, -0.1899, 0.9346], [1.6110, 1.6459, -0.1786], [1.8603, 2.5581, -0.8191], [0.5061, -1.1899, 0.9561], [-2.4324, -0.3353, -0.1127], [-2.9925, -0.9872, -0.8128], [-3.1156, 0.0585, 0.5806], [-1.9202, 0.4241, -0.6069], [-1.8042, -0.8423, 0.5620]], "forces_ev_per_a": [[0.5, -0.5, -0.3], [-0.9, 0.8, 0.6], [-2.0, -6.2, 2.1], [1.7, 3.3, -1.7], [0.1, 2.5, -0.6], [-0.1, 1.0, -0.2], [0.8, -0.8, 0.1], [-1.4, -1.4, -0.4], [0.6, 0.2, 0.4], [-1.3, 1.0, 0.6], [0.8, 1.2, -0.9], [1.1, -1.1, 0.2]], "de_lowest_kcal_mol": 73.8, "homo_lumo_gap_ev": [10.21, 10.21], "lumo_ha": [-0.062, -0.062], "energy_ev": -8696.611}